(1)
Formula: C20H18FN3ReSe
Source: the Open Molecules 2025 dataset
Level of theory: the ωB97M-V functional and the def2-TZVPD basis

Each line ends with the Löwdin spin population.
Positions of all 44 atoms, in Å:
Re  -0.06763  -0.59173  1.14598  2.4228
C  3.74590  -1.48024  2.86618  -0.0105
C  4.37343  -0.24229  2.81115  0.0769
C  3.72663  0.86734  2.26896  -0.0001
C  2.44341  0.72780  1.77836  0.0548
C  1.79668  -0.53293  1.82139  0.0029
C  2.46002  -1.63498  2.37042  0.0692
C  1.62728  1.80495  1.21334  0.0329
C  2.01079  3.14097  1.06584  0.0040
C  1.11833  4.03749  0.54582  0.0328
C  -0.18325  3.63111  0.17811  0.0018
C  -1.15218  4.52868  -0.32717  0.0058
C  -2.40791  4.08973  -0.63366  -0.0015
C  -2.74793  2.73523  -0.44581  0.0099
C  -1.82519  1.83883  0.02591  0.0178
C  -0.52416  2.27445  0.34327  0.0138
N  0.40667  1.38846  0.84345  0.0346
H  4.26660  -2.32584  3.29452  -0.0019
H  5.37705  -0.13459  3.19964  0.0036
H  4.23496  1.82176  2.24986  -0.0007
H  1.97240  -2.60026  2.40148  0.0036
H  3.00092  3.44974  1.36545  0.0002
H  1.39753  5.07748  0.42711  0.0013
H  -0.88377  5.56972  -0.45353  0.0001
H  -3.15217  4.77944  -1.00645  -0.0001
H  -3.75463  2.40510  -0.66648  0.0005
H  -2.12682  0.80278  0.18297  0.0121
F  -1.29179  -1.98065  1.57954  0.1381
C  -1.68940  -0.68156  -3.35861  0.0024
N  -1.78243  -1.92278  -2.58237  -0.0012
C  -2.73237  -2.89394  -2.75707  -0.0036
C  -2.44084  -3.89576  -1.89060  -0.0033
N  -1.31406  -3.52655  -1.20612  -0.0009
C  -0.64304  -4.35745  -0.20064  0.0010
C  -0.93683  -2.30283  -1.61092  0.0236
Se  0.62668  -1.36832  -1.07634  0.0558
H  -2.46817  -0.69916  -4.11487  0.0001
H  -0.71941  -0.62064  -3.84432  0.0009
H  -1.83204  0.17657  -2.70631  0.0002
H  -3.51393  -2.80849  -3.49155  -0.0001
H  -2.92582  -4.84212  -1.72675  -0.0001
H  -1.17670  -5.30070  -0.13888  0.0000
H  -0.67736  -3.86236  0.76334  -0.0002
H  0.38458  -4.54145  -0.50366  0.0009

Summary:
HOMO-LUMO gap (spin up / spin down)   6.865 / 6.775 eV
HOMO level (spin up / spin down)   -14.7734 / -14.9314 eV
⟨S²⟩   3.798
Multiplicity   4
Net charge   +2

---

(2)
Formula: C20H18MnN7O2S2
Source: the Open Molecules 2025 dataset
Level of theory: the ωB97M-V functional and the def2-TZVPD basis

Each line ends with the Löwdin spin population.
Positions of all 50 atoms, in Å:
Mn  -0.59034  0.23859  0.00397  3.9197
C  -0.08413  -4.02139  -0.07995  0.0034
C  -0.58532  -2.62136  -0.15413  0.0298
N  0.18204  -1.58845  -0.22501  -0.0319
N  1.53128  -1.68198  -0.25141  -0.0057
C  2.05949  -0.47389  -0.17945  -0.0001
O  1.35346  0.60147  -0.11377  0.0495
C  3.53452  -0.36449  -0.17620  0.0005
C  4.13142  0.88383  -0.02794  0.0002
C  5.51119  0.99982  -0.02413  0.0001
C  6.30236  -0.13040  -0.16851  -0.0006
C  5.71166  -1.37869  -0.31226  0.0001
C  4.33324  -1.49844  -0.31413  -0.0007
C  -2.00657  -2.29048  -0.05046  0.0038
C  -3.01143  -3.24246  0.03466  0.0048
C  -4.32784  -2.82328  0.14213  0.0042
C  -4.61061  -1.46890  0.14914  0.0056
C  -3.55875  -0.57155  0.06441  0.0074
N  -2.29128  -0.96633  -0.01709  0.0126
H  0.98537  -4.03552  -0.26653  -0.0001
H  -0.59071  -4.65564  -0.80794  0.0010
H  -0.27512  -4.42555  0.91672  0.0017
H  3.50372  1.75511  0.10001  0.0003
H  5.97078  1.97187  0.09764  0.0000
H  7.38077  -0.04005  -0.16399  0.0000
H  6.32889  -2.26085  -0.41973  0.0000
H  3.86148  -2.46439  -0.42067  -0.0001
H  -2.76481  -4.29372  0.02827  0.0003
H  -5.12428  -3.55074  0.22014  0.0001
H  -5.62213  -1.10033  0.23466  0.0004
H  -3.71999  0.49877  0.08673  0.0007
S  -0.45219  -0.45425  2.54372  0.0002
C  -1.87128  0.40270  3.00519  -0.0028
C  -2.57506  -0.06773  4.15384  0.0001
N  -3.13529  -0.44904  5.08332  -0.0033
C  -2.37098  1.47090  2.31537  0.0063
S  -1.55757  2.14647  0.91617  -0.0766
C  -3.61131  2.07402  2.64705  -0.0010
N  -4.63399  2.56571  2.84728  0.0030
C  0.57907  4.38913  -1.52673  0.0004
N  0.37733  2.95587  -1.58721  0.0028
C  -0.71179  2.35623  -2.10054  0.0090
N  -1.57335  3.09182  -2.83521  0.0049
O  -0.90872  1.13868  -1.91499  0.0491
H  1.51965  4.58324  -1.01954  0.0000
H  -0.21634  4.88743  -0.96656  0.0000
H  0.64837  4.81824  -2.52842  0.0001
H  0.94502  2.34837  -1.00596  0.0004
H  -1.52995  4.09404  -2.85124  0.0004
H  -2.43999  2.64764  -3.08076  0.0001

Summary:
HOMO-LUMO gap (spin up / spin down)   5.803 / 6.230 eV
HOMO level (spin up / spin down)   -7.3510 / -7.4478 eV
⟨S²⟩   6.148
Multiplicity   5
ΔE to the lowest compared entry with this formula, charge and spin   0.000 eV

---

(3)
Formula: C20H18N2O6
Source: the Open Molecules 2025 dataset
Level of theory: the ωB97M-V functional and the def2-TZVPD basis

Each line ends with the natural charge from an NBO analysis.
Positions of all 46 atoms, in Å:
C  0.96854  4.50365  0.00742  -0.7123
C  0.16366  3.23286  -0.13318  0.6919
O  -1.03859  3.17127  -0.01918  -0.5907
N  0.94160  2.13924  -0.39935  -0.6261
C  0.43811  0.85884  -0.58959  0.1139
C  1.18483  -0.25244  -0.60547  -0.2525
C  2.64012  -0.32791  -0.47342  -0.0631
C  3.48665  0.54000  -1.15946  -0.2323
C  4.87230  0.47365  -1.03833  -0.2513
C  5.38378  -0.49057  -0.20547  0.2178
C  4.54730  -1.38077  0.47251  0.3017
C  3.18370  -1.32676  0.35070  -0.2598
O  5.31028  -2.24171  1.21493  -0.4869
C  6.65194  -1.87218  0.98102  0.2357
O  6.68919  -0.77212  0.09756  -0.4746
C  -1.05105  0.78205  -0.84281  0.6888
O  -1.51979  0.96935  -1.94152  -0.5965
N  -1.76458  0.36810  0.22788  -0.6139
C  -3.20683  0.40923  0.20594  -0.1839
C  -3.69952  0.76272  1.59785  0.8087
O  -3.01873  0.69876  2.58697  -0.6035
O  -4.98178  1.11286  1.60809  -0.6707
C  -3.82388  -0.92491  -0.17159  -0.0389
C  -3.22164  -2.11035  0.22656  -0.1531
C  -3.79134  -3.32599  -0.10889  -0.2238
C  -4.96967  -3.36509  -0.83451  -0.2115
C  -5.57622  -2.18352  -1.22599  -0.2051
C  -5.00613  -0.96664  -0.89643  -0.1905
H  1.50005  4.70957  -0.91926  0.2314
H  1.69332  4.40398  0.81286  0.2283
H  0.29875  5.32960  0.22676  0.2441
H  1.94812  2.22804  -0.36144  0.4138
H  0.66842  -1.19677  -0.69772  0.2242
H  3.06520  1.25063  -1.85459  0.2153
H  5.51927  1.14237  -1.58076  0.2302
H  2.54920  -2.01989  0.87707  0.2269
H  7.13002  -1.59569  1.93441  0.1590
H  7.19615  -2.72075  0.53607  0.1588
H  -1.35122  0.37927  1.15101  0.4257
H  -3.53207  1.17562  -0.50710  0.2586
H  -5.27788  1.30860  2.51181  0.5027
H  -2.30361  -2.07885  0.79395  0.2088
H  -3.31470  -4.24498  0.19916  0.2117
H  -5.41346  -4.31443  -1.09532  0.2129
H  -6.49422  -2.20924  -1.79407  0.2135
H  -5.47687  -0.04526  -1.20382  0.2160

Summary:
HOMO-LUMO gap   8.623 eV
HOMO level   -8.0282 eV
SMILES   CC(=O)N/C(=C\c1ccc2c(c1)OCO2)C(=O)N[C@H](C(=O)O)c1ccccc1
Multiplicity   1
ΔE to the lowest compared entry with this formula, charge and spin   1.653 eV

---

(4)
Formula: C20H18N4O5
Source: the Open Molecules 2025 dataset
Level of theory: the ωB97M-V functional and the def2-TZVPD basis

Each line ends with the natural charge from an NBO analysis.
Positions of all 47 atoms, in Å:
C  -2.79603  -3.25215  -0.34595  -0.6493
C  -2.59317  -2.11437  0.60191  0.1835
N  -2.91828  -2.23385  1.87962  -0.2852
N  -2.55140  -1.04669  2.44716  -0.3812
C  -1.98110  -0.20931  1.53662  0.4692
O  -1.48818  1.05500  1.80923  -0.6928
C  -2.04235  -0.81503  0.29619  -0.2430
C  -1.60866  -0.26296  -1.04145  -0.2812
C  -0.10949  -0.53278  -1.22037  0.3080
C  0.58657  -0.58657  -2.39591  -0.2940
C  1.99754  -0.66460  -2.07209  -0.2869
C  2.04493  -0.71167  -0.70593  0.3104
C  3.28820  -0.60618  0.12091  -0.0614
C  4.54301  -0.84219  -0.41059  -0.1889
C  5.69951  -0.64413  0.34762  -0.1925
C  5.65446  -0.17916  1.65052  -0.2135
C  4.40856  0.19402  2.17835  -0.1795
C  3.25313  0.01603  1.42223  -0.1328
C  2.00501  0.63975  1.95666  0.8216
O  1.52389  1.57195  1.35182  -0.6339
O  1.46569  0.08201  3.06795  -0.6659
O  0.77910  -0.68244  -0.18400  -0.4434
C  -1.90407  1.26181  -1.09213  -0.2320
C  -3.23969  1.86523  -1.26154  0.1779
C  -4.51068  1.07287  -1.29673  -0.6547
N  -3.15989  3.18247  -1.29340  -0.2622
N  -1.84198  3.48156  -1.26042  -0.3775
C  -1.04288  2.35070  -1.11546  0.4267
O  0.31177  2.48828  -1.09182  -0.6935
H  -2.80204  -4.20141  0.19249  0.2375
H  -1.96970  -3.33571  -1.12797  0.2182
H  -3.73273  -3.14700  -0.83222  0.2203
H  -2.66418  -0.83361  3.43901  0.4126
H  -1.14341  1.40601  0.94268  0.5115
H  -2.12077  -0.69664  -1.89706  0.2549
H  0.17034  -0.43069  -3.38582  0.2292
H  2.82235  -0.67346  -2.75901  0.2302
H  4.71404  -1.22448  -1.42259  0.2207
H  6.66394  -0.90871  -0.14277  0.2195
H  6.53641  -0.07364  2.23940  0.2203
H  4.34842  0.66086  3.19016  0.2272
H  0.59888  0.51661  3.25562  0.5119
H  -4.33482  0.05576  -0.93768  0.2242
H  -4.94212  1.02494  -2.32020  0.2269
H  -5.22054  1.52952  -0.60587  0.2370
H  -1.42199  4.43660  -1.36948  0.4201
H  0.72443  2.01744  -0.33769  0.5256

Summary:
HOMO-LUMO gap   8.580 eV
HOMO level   -8.2549 eV
SMILES   Cc1n[nH]c(O)c1C(c1ccc(-c2ccccc2C(=O)O)o1)c1c(C)n[nH]c1O
Multiplicity   1
ΔE to the lowest compared entry with this formula, charge and spin   0.000 eV

---

(5)
Formula: C20H18N5SbSe4W
Source: the Open Molecules 2025 dataset
Level of theory: the ωB97M-V functional and the def2-TZVPD basis

Each line ends with the natural charge from an NBO analysis.
Positions of all 49 atoms, in Å:
W  0.36634  -0.11020  -1.74839  1.2902
C  4.93494  -2.22860  2.64411  -0.6286
C  3.67094  -1.69350  2.05171  -0.0037
C  2.45444  -1.90150  2.70111  -0.1813
C  1.24684  -1.53870  2.13711  -0.2113
C  1.22204  -0.96380  0.86621  0.1262
N  0.07924  -0.64940  0.10531  -0.6232
C  -1.11616  -0.14250  0.69871  0.1206
C  -1.09406  0.57750  1.88861  -0.2006
C  -2.25756  1.04200  2.46551  -0.1532
C  -3.49366  0.78610  1.87611  0.0230
C  -4.74726  1.25860  2.53681  -0.6348
C  -3.52696  0.12900  0.65901  -0.2099
C  -2.35926  -0.31460  0.02351  0.1515
N  -2.44296  -0.91630  -1.23519  -0.1326
C  -3.51286  -1.57150  -1.81829  0.0524
C  -3.22756  -1.77090  -3.15279  -0.3071
C  -1.98176  -1.22620  -3.40799  0.0523
N  -1.44446  -0.68370  -2.22359  -0.3761
C  2.46914  -0.71360  0.21631  0.1811
C  3.66954  -1.07690  0.80571  -0.2087
N  2.31694  -0.13980  -1.08549  -0.3310
C  3.18464  0.80010  -1.75359  -0.0709
C  2.86154  0.80060  -3.05899  -0.1465
C  1.80444  -0.22380  -3.33559  -0.4326
N  1.88994  -1.12760  -2.11609  -0.3662
H  4.84724  -2.32770  3.72271  0.2235
H  5.79594  -1.60680  2.40991  0.2255
H  5.11224  -3.22220  2.22841  0.2278
H  2.45024  -2.38540  3.66741  0.2217
H  0.32184  -1.72440  2.66361  0.2326
H  -0.13686  0.77510  2.35191  0.2409
H  -2.19576  1.61580  3.37531  0.2340
H  -4.62186  1.25250  3.61691  0.2247
H  -5.59446  0.62930  2.27621  0.2158
H  -4.96726  2.28070  2.22901  0.2482
H  -4.46856  -0.02220  0.15681  0.2155
H  -4.34126  -1.88300  -1.22449  0.2476
H  -3.84456  -2.26590  -3.87379  0.2597
H  -1.37296  -1.18540  -4.30309  0.2549
H  4.59244  -0.89070  0.27451  0.2275
H  3.88904  1.40460  -1.20939  0.2610
H  3.26594  1.45180  -3.81519  0.2611
H  2.03554  -0.81030  -4.24209  0.2456
Se  -1.16796  5.10500  0.80951  -0.6732
Sb  -0.35766  4.48080  -1.39769  0.8804
Se  0.03064  2.00250  -1.57499  0.0368
Se  1.72024  5.67500  -1.82129  -0.6845
Se  -1.95846  5.25030  -3.06019  -0.6059

Summary:
HOMO-LUMO gap (spin up / spin down)   3.341 / 3.340 eV
HOMO level (spin up / spin down)   -5.9692 / -5.9689 eV
Multiplicity   1
ΔE to the lowest compared entry with this formula, charge and spin   4.433 eV